{"formula": "C3H9N2S", "method": "ωB97M-V/def2-TZVPD", "species": ["C", "C", "C", "N", "N", "S", "H", "H", "H", "H", "H", "H", "H", "H", "H"], "positions_angstrom": [[0.28093, 0.09116, 0.74619], [1.12246, -0.53086, -0.33265], [-2.42206, 0.13601, -0.31665], [0.55349, 1.32870, 1.06104], [2.35063, 0.05822, -0.47452], [-3.57328, -0.91937, 0.06584], [0.54555, -0.38674, -1.29254], [1.19541, -1.65390, -0.32866], [-0.35716, -0.53416, 1.35408], [-2.49900, 0.36270, -1.41821], [-0.03377, 1.58143, 1.85290], [2.90650, -0.34666, -1.22538], [1.42255, 1.85328, 1.04073], [2.93407, 0.03335, 0.34461], [-4.42631, -1.07318, -1.07679]], "homo_ha": -0.4807, "total_charge": 1, "gap_ev": 8.3, "e_above_lowest_kcal_mol": 99.6}

---

{"formula": "C4H6Cl2OS", "method": "ωB97M-V/def2-TZVPD", "species": ["C", "C", "C", "C", "O", "S", "Cl", "Cl", "H", "H", "H", "H", "H", "H"], "positions_angstrom": [[0.87504, 1.12794, -0.84160], [0.61923, -0.71433, 1.09346], [-1.41550, 0.50000, 0.28688], [-0.20267, -0.24843, -0.16203], [1.70057, 1.81467, -0.23475], [-0.58869, -1.48938, -1.38416], [0.51876, 1.45988, -2.47534], [1.34237, -1.92267, -1.89101], [1.33149, -1.54236, 0.98103], [1.18196, 0.12835, 1.58546], [-0.12116, -0.98401, 1.83563], [-1.93002, 0.92269, -0.52808], [-1.17382, 1.21923, 0.99253], [-2.13756, -0.27159, 0.74199]], "homo_ha": -0.3421, "total_charge": 0, "gap_ev": 9.1, "e_above_lowest_kcal_mol": 9.7, "smiles": "CC(C)(SCl)C(=O)Cl"}

---

{"formula": "C2HN3", "method": "ωB97M-V/def2-TZVPD", "species": ["C", "C", "N", "N", "N", "H"], "positions_angstrom": [[-0.34109, -1.04676, -0.11985], [0.58585, 0.86572, -0.84998], [-0.13737, -2.17139, -0.13988], [-0.49406, 0.17682, -0.58607], [0.12481, 1.28806, 0.38259], [0.26185, 0.88756, 1.31318]], "homo_ha": [-0.3104, -0.4010], "total_charge": 0, "gap_ev": [8.6, 8.0], "e_above_lowest_kcal_mol": 64.6, "spin_multiplicity": 3}

---

{"formula": "C37H76BrCl22N3O9P2S", "method": "ωB97M-V/def2-TZVPD", "species": ["C", "C", "O", "P", "O", "C", "C", "N", "C", "S", "C", "C", "C", "N", "P", "O", "Br", "N", "C", "O", "C", "O", "C", "C", "O", "C", "O", "O", "O", "C", "C", "H", "H", "H", "H", "H", "H", "H", "H", "H", "H", "H", "H", "H", "H", "H", "H", "H", "H", "H", "H", "H", "H", "H", "H", "H", "H", "H", "H", "H", "H", "H", "H", "Cl", "C", "C", "Cl", "H", "H", "H", "H", "Cl", "C", "C", "Cl", "H", "H", "H", "H", "Cl", "C", "C", "Cl", "H", "H", "H", "H", "Cl", "C", "C", "Cl", "H", "H", "H", "H", "Cl", "C", "C", "Cl", "H", "H", "H", "H", "Cl", "C", "C", "Cl", "H", "H", "H", "H", "Cl", "C", "C", "Cl", "H", "H", "H", "H", "Cl", "C", "C", "Cl", "H", "H", "H", "H", "Cl", "C", "C", "Cl", "H", "H", "H", "H", "Cl", "C", "C", "Cl", "H", "H", "H", "H", "Cl", "C", "C", "Cl", "H", "H", "H", "H"], "positions_angstrom": [[1.60904, -5.11130, 1.09260], [0.01548, -5.18791, 0.76764], [-0.53448, -3.88799, 1.11306], [-2.05566, -3.61408, 0.40804], [-2.36621, -4.46986, -0.82562], [-2.19913, -1.75096, 0.13544], [-1.92223, -1.26649, -1.36272], [-0.67522, -0.47417, -1.57157], [-0.27847, 0.60606, -0.58764], [0.98397, 0.01617, 0.65558], [0.35318, 0.27666, 2.38242], [0.31119, 1.87532, 2.73166], [0.10596, -0.65589, -2.65282], [-0.16856, -1.62033, -3.71992], [0.22410, -3.29321, -3.29126], [0.81787, -3.42287, -1.68850], [1.94068, -3.85982, -4.72344], [1.27514, 0.21935, -2.79477], [2.57731, -0.50239, -2.78327], [3.30261, -0.14293, -1.57360], [4.26036, -1.15306, -1.19024], [3.91140, -1.62717, 0.13084], [5.07878, -2.02109, 0.89432], [4.90746, -3.60977, 1.19710], [4.58610, -4.23140, -0.08722], [1.06477, 0.97430, -4.06692], [0.53559, 2.14634, -4.03668], [1.37500, 0.46825, -5.32661], [-3.28747, -3.98686, 1.57115], [-2.84013, -5.01595, 2.49436], [-4.11938, -5.42943, 3.40089], [1.89184, -4.00016, 1.01362], [1.75876, -5.41586, 2.18305], [2.20659, -5.76523, 0.36212], [-0.43697, -6.04786, 1.39619], [-0.06266, -5.45793, -0.33698], [-3.30155, -1.48710, 0.37687], [-1.57449, -1.24851, 0.94675], [-2.79793, -0.55672, -1.64313], [-2.03747, -2.17625, -2.04489], [-0.02041, 1.59420, -1.09184], [-1.24121, 0.81312, 0.02707], [1.01355, -0.24929, 3.16722], [-0.71705, -0.10522, 2.53490], [-0.66830, 2.09531, 3.32150], [1.23101, 2.07588, 3.38100], [0.33482, 2.41429, 1.72395], [-1.18488, -1.54233, -3.93762], [1.47203, -2.72051, -1.45833], [3.19222, -0.05403, -3.65805], [2.52440, -1.62546, -2.98694], [4.32460, -2.05389, -1.89376], [5.29853, -0.63376, -1.22273], [6.07938, -1.77571, 0.40159], [5.03178, -1.43064, 1.88926], [4.01877, -3.70858, 1.90852], [5.88947, -4.03038, 1.61480], [4.57060, -5.20220, 0.10701], [-2.55709, -5.95847, 1.89527], [-2.00524, -4.69559, 3.20613], [-4.23530, -4.66556, 4.26403], [-5.09194, -5.39363, 2.77368], [-3.97987, -6.48140, 3.85387], [8.16000, 3.50783, -2.45736], [6.94312, 2.59769, -3.38786], [6.08614, 1.71720, -2.50233], [7.00625, 0.35666, -1.80713], [7.46564, 2.01430, -4.14876], [6.31463, 3.33618, -3.89699], [5.27366, 1.28237, -3.08818], [5.64605, 2.28319, -1.67939], [-1.08323, 2.89330, 5.76006], [-2.21489, 4.25147, 5.54138], [-1.55693, 5.44301, 4.87445], [-0.35308, 6.22444, 5.92929], [-2.62239, 4.51340, 6.51964], [-3.03414, 3.88383, 4.92009], [-2.30942, 6.19838, 4.63923], [-1.05942, 5.15838, 3.94544], [-5.58636, -3.20403, -1.61187], [-6.73310, -1.85467, -1.81261], [-6.09683, -0.66251, -2.49670], [-4.87553, 0.12816, -1.46675], [-7.12219, -1.59128, -0.82674], [-7.56434, -2.23129, -2.41652], [-6.85759, 0.08828, -2.71984], [-5.61625, -0.94768, -3.43436], [-2.25082, -1.17050, -6.20241], [-1.76648, -2.33696, -7.45904], [-2.26104, -3.73816, -7.15941], [-1.43701, -4.45755, -5.75282], [-0.67875, -2.30513, -7.54994], [-2.19583, -1.98492, -8.39901], [-2.06208, -4.39252, -8.01067], [-3.33533, -3.74970, -6.96582], [2.46590, 6.89411, 10.92486], [1.63154, 7.47451, 9.46179], [2.51995, 7.41845, 8.23537], [3.84748, 8.60361, 8.31055], [1.27695, 8.48884, 9.65428], [0.76036, 6.83182, 9.31866], [1.93556, 7.65411, 7.34361], [2.95758, 6.42740, 8.10254], [6.82665, 4.07213, -7.43881], [5.36676, 5.01932, -7.05647], [5.62893, 6.07160, -5.99765], [5.94630, 5.35145, -4.39971], [4.58374, 4.32451, -6.74641], [5.04786, 5.49809, -7.98436], [4.75239, 6.71326, -5.88772], [6.48043, 6.70191, -6.26046], [-4.77400, -0.77916, 4.94249], [-6.02212, -1.64193, 4.00882], [-6.93554, -2.46507, 4.89615], [-6.09231, -3.85534, 5.62239], [-5.51909, -2.26340, 3.26471], [-6.60327, -0.88309, 3.48082], [-7.76062, -2.86838, 4.30545], [-7.35792, -1.86485, 5.70409], [13.82806, 3.82398, -3.15356], [12.61044, 2.91453, -4.08321], [11.75335, 2.03339, -3.19674], [12.67504, 0.67496, -2.50474], [13.13201, 2.33110, -4.84437], [11.98407, 3.65141, -4.59002], [10.94017, 1.59868, -3.78148], [11.31440, 2.59941, -2.37342], [-10.41013, -5.28981, -4.71876], [-9.88896, -5.32084, -3.01601], [-10.40757, -4.12862, -2.23700], [-9.64530, -2.60320, -2.75505], [-8.79837, -5.36924, -2.99630], [-10.27779, -6.24440, -2.58262], [-10.18029, -4.25168, -1.17614], [-11.48848, -4.02007, -2.34238], [-4.45450, -0.49779, -8.67183], [-5.88916, 0.48835, -8.29401], [-5.60587, 1.52791, -7.22765], [-5.32133, 0.79373, -5.62962], [-6.69362, -0.18563, -7.99333], [-6.18761, 0.98039, -9.22187], [-6.46523, 2.19311, -7.12155], [-4.73511, 2.13525, -7.48132], [0.61028, 3.74670, 12.18969], [1.38320, 4.72187, 13.46414], [0.66162, 4.60465, 14.79192], [-0.94267, 5.37793, 14.75682], [1.42455, 5.75641, 13.12015], [2.40729, 4.35645, 13.56475], [1.23783, 5.10635, 15.57201], [0.52869, 3.56166, 15.08510]], "homo_ha": -0.2707, "total_charge": 0, "gap_ev": 6.7, "e_above_lowest_kcal_mol": 0.0}